Model one:
{"formula": "CH3NOSi", "method": "ωB97M-V/def2-TZVPD", "symbols": ["C", "N", "O", "Si", "H", "H", "H"], "positions_angstrom": [[-1.23784, 0.30466, -1.63006], [-1.64226, 0.88691, -2.56508], [-0.54667, 1.10766, 1.03328], [-0.44597, -0.14472, 0.01417], [-0.58574, 2.00607, 0.67525], [1.90433, 0.68547, -0.98163], [-0.91244, -1.18802, 0.88069]], "e_homo_ev": [-10.337, -8.687]}

---

Model two:
{"formula": "CH3NOSi", "method": "ωB97M-V/def2-TZVPD", "symbols": ["N", "C", "Si", "O", "H", "H", "H"], "positions_angstrom": [[3.59657, -0.04403, 0.09512], [2.46994, -0.04118, 0.10758], [0.61307, -0.11074, -0.09902], [-0.09049, 1.33570, -0.00606], [0.42918, -0.92063, 1.10683], [0.12510, -0.31912, -1.53506], [-0.13943, 1.94578, 0.70171]], "e_homo_ev": -11.842, "smiles": "N#C[SiH2]O"}

---

Need the numbers? Relative energies in kcal/mol: model one 79.6; model two 0.0.

---

Model one:
{"formula": "C4H7OP", "method": "ωB97M-V/def2-TZVPD", "symbols": ["C", "C", "C", "C", "H", "H", "H", "H", "H", "H", "O", "P", "H"], "positions_angstrom": [[-0.77881, 1.59831, -0.69676], [-0.14148, 0.66897, 0.00424], [-0.76638, -0.50217, 0.59241], [-1.96980, -0.98971, 0.34751], [-1.76289, 1.54514, -0.72252], [-0.17585, 2.20073, -1.43266], [0.87485, 0.57700, 0.06250], [-0.22740, -1.16422, 1.22045], [-2.04132, -1.94806, 0.61185], [-2.76667, -0.60590, -0.22372], [3.37916, 0.12681, 1.05510], [3.11600, -0.03887, -0.38928], [3.26059, -1.46803, -0.42911]], "e_homo_ev": -9.092, "smiles": "C=CC=C.O=P"}

---

Model two:
{"formula": "C4H7OP", "method": "ωB97M-V/def2-TZVPD", "symbols": ["C", "C", "C", "C", "O", "P", "H", "H", "H", "H", "H", "H", "H"], "positions_angstrom": [[-1.40161, -0.62331, -0.16038], [-1.07944, -1.82809, 0.19376], [-0.96358, 0.74222, 0.45989], [0.34561, 1.06918, -0.11456], [2.49330, -0.52627, -0.76711], [1.81076, -0.01768, 0.59282], [-2.19508, -0.43433, -0.89374], [-0.22956, -2.13651, 0.60330], [-1.86157, 1.21696, 0.20102], [-0.95073, 0.79143, 1.60987], [0.36098, 0.79018, -1.19821], [0.55101, 2.09387, 0.02471], [3.11990, -1.13765, -0.55137]], "e_homo_ev": [-8.583, -7.515]}

---

Model three:
{"formula": "C4H7OP", "method": "ωB97M-V/def2-TZVPD", "symbols": ["C", "C", "C", "P", "C", "O", "H", "H", "H", "H", "H", "H", "H"], "positions_angstrom": [[-2.86716, 0.53899, -0.47563], [-1.42554, 0.36029, -0.40716], [-0.22890, 0.24538, -0.43488], [1.52668, 0.05139, -0.51431], [2.05272, -0.86858, 1.12427], [2.06879, -0.63298, -1.71896], [-3.15896, 1.24245, -1.20959], [-3.52787, -0.34550, -0.54184], [-3.24023, 1.04189, 0.44277], [2.00181, 1.41891, -0.29248], [1.62364, -1.85794, 1.11543], [3.16447, -0.96752, 0.94029], [2.01054, -0.22679, 1.97209]], "e_homo_ev": -10.034, "smiles": "CC#C[P@@H](C)=O"}

---

Need the numbers? Relative energies in kcal/mol: model one 47.4; model two 79.8; model three 0.0.

---

Model one:
{"formula": "C33H51F5N6S2SeSi2Tl", "method": "ωB97M-V/def2-TZVPD", "symbols": ["Tl", "C", "C", "N", "N", "C", "N", "S", "C", "C", "C", "C", "C", "N", "H", "H", "H", "H", "H", "H", "H", "H", "H", "C", "C", "C", "C", "Si", "C", "C", "C", "C", "C", "C", "C", "C", "H", "H", "H", "H", "H", "H", "H", "H", "H", "H", "H", "H", "H", "H", "H", "H", "H", "H", "H", "H", "H", "H", "H", "H", "H", "H", "H", "F", "C", "C", "F", "C", "F", "C", "Se", "C", "F", "C", "F", "C", "N", "C", "N", "S", "H", "H", "H", "H", "H", "H", "C", "Si", "C", "C", "C", "C", "H", "H", "H", "H", "H", "H", "H", "H", "H"], "positions_angstrom": [[0.30723, -0.51044, 0.03141], [-4.33703, -1.64297, 1.43325], [-2.93529, -1.10048, 1.56866], [-2.47979, 0.00025, 1.08725], [-3.24247, 1.04934, 0.72202], [-0.67140, 1.90165, 1.76164], [-1.69392, 2.46916, 2.42481], [0.53263, 1.21194, 2.64925], [-1.94366, -2.00993, 2.21472], [-2.36287, -3.14062, 2.91481], [-1.41941, -3.94299, 3.53592], [-0.08060, -3.60396, 3.45985], [0.25365, -2.46203, 2.74819], [-0.64746, -1.69809, 2.14724], [-4.90853, -1.09321, 0.69536], [-4.89769, -1.66840, 2.37170], [-4.25516, -2.66773, 1.06621], [-2.51217, 2.80893, 1.95316], [-1.72045, 2.37357, 3.42841], [-3.40971, -3.39656, 2.98195], [-1.73440, -4.82714, 4.07622], [0.68856, -4.20047, 3.92961], [1.28641, -2.13758, 2.65603], [-0.77703, 4.88687, 1.20372], [-0.11129, 4.11535, 0.04379], [-0.14322, 5.12015, -1.12075], [1.36860, 3.96898, 0.47198], [-0.75501, 2.21856, -0.28331], [-0.07094, 1.89568, -2.18412], [-0.81172, 2.77059, -3.22729], [1.42590, 2.23050, -2.30325], [-0.16012, 0.44331, -2.71914], [-2.73955, 1.79508, -0.45394], [-3.43464, 3.15757, -0.58127], [-4.56652, 1.29604, 1.24465], [-3.23564, 0.92946, -1.62916], [-0.34183, 5.89116, 1.22549], [-0.58853, 4.43843, 2.17298], [-1.85561, 5.01414, 1.08174], [0.25160, 6.07486, -0.75641], [-1.15723, 5.31333, -1.48007], [0.47657, 4.83387, -1.96402], [1.73879, 4.95711, 0.77057], [2.01585, 3.60956, -0.32247], [1.49247, 3.30438, 1.32514], [-0.90295, 3.81574, -2.97016], [-1.80991, 2.41088, -3.45777], [-0.24531, 2.71906, -4.16435], [1.64301, 3.29450, -2.25585], [1.78239, 1.87337, -3.27668], [2.01479, 1.71798, -1.53768], [-0.95134, -0.17467, -2.31509], [0.77373, -0.10172, -2.56395], [-0.30864, 0.48063, -3.80367], [-3.25120, 3.83489, 0.25466], [-4.51688, 3.05716, -0.71006], [-3.05088, 3.65210, -1.47567], [-4.69411, 2.36898, 1.40237], [-4.65072, 0.81372, 2.21667], [-5.39769, 0.95804, 0.61270], [-2.92042, 1.25223, -2.61153], [-4.33267, 0.95694, -1.61695], [-2.93562, -0.10942, -1.49299], [8.76395, -1.32440, 3.39471], [7.68050, -0.59214, 3.00453], [6.51526, -1.19088, 2.33679], [6.48041, -1.43307, 1.00990], [5.49079, -1.60928, 3.27614], [5.78371, -2.28414, 4.40920], [5.48109, -0.15745, 3.14745], [4.11467, 0.93732, 2.40849], [6.72563, 0.34086, 3.85503], [6.75530, 0.54710, 5.18635], [7.71275, 0.86654, 2.92115], [7.51842, 1.62180, 1.82741], [5.08660, 0.75882, -1.35414], [4.02755, -0.13528, -0.93546], [3.70428, -1.24859, -1.57456], [4.38378, -1.51410, -2.72993], [2.45614, -2.28721, -1.09961], [5.09402, 1.59775, -0.66279], [4.90280, 1.11773, -2.36888], [6.07264, 0.28487, -1.30182], [3.72422, -0.03616, 0.03994], [5.33044, -1.17864, -2.81339], [4.19722, -2.42382, -3.11672], [-1.96084, -6.33271, -1.27975], [-2.52365, -4.68646, -1.97662], [-2.26397, -4.71158, -3.83312], [-4.36283, -4.50074, -1.63747], [-1.61155, -3.31778, -1.23321], [-0.99601, -2.37261, -0.75224], [-2.52390, -7.15590, -1.72820], [-2.09959, -6.37056, -0.19760], [-0.90019, -6.49228, -1.48235], [-2.80322, -5.54147, -4.29757], [-1.20252, -4.81755, -4.06479], [-2.60811, -3.77994, -4.28636], [-4.94459, -5.23798, -2.19699], [-4.70491, -3.50435, -1.92521], [-4.57928, -4.63336, -0.57490]], "e_homo_ev": [-4.147, -4.130], "charge": -1}

---

Model two:
{"formula": "C33H51F5N6S2SeSi2Tl", "method": "ωB97M-V/def2-TZVPD", "symbols": ["Tl", "C", "C", "N", "N", "C", "N", "S", "C", "C", "C", "C", "C", "N", "H", "H", "H", "H", "H", "H", "H", "H", "H", "C", "C", "C", "C", "Si", "C", "C", "C", "C", "C", "C", "C", "C", "H", "H", "H", "H", "H", "H", "H", "H", "H", "H", "H", "H", "H", "H", "H", "H", "H", "H", "H", "H", "H", "H", "H", "H", "H", "H", "H", "F", "C", "C", "F", "C", "F", "C", "Se", "C", "F", "C", "F", "C", "N", "C", "N", "S", "H", "H", "H", "H", "H", "H", "C", "Si", "C", "C", "C", "C", "H", "H", "H", "H", "H", "H", "H", "H", "H"], "positions_angstrom": [[0.01517, 0.60799, 0.04284], [4.63192, -0.38259, -0.87097], [3.14487, -0.37337, -0.69052], [2.42830, 0.68808, -0.67774], [3.06129, 1.87262, -0.85492], [2.27093, 2.91413, -0.93926], [2.93181, 4.09831, -1.13162], [0.55121, 3.03782, -0.82258], [2.42630, -1.66745, -0.61618], [3.11964, -2.87502, -0.59107], [2.41156, -4.06007, -0.68013], [1.03345, -4.01326, -0.80254], [0.41739, -2.77242, -0.77013], [1.09232, -1.63643, -0.65301], [4.97566, 0.62619, -1.07168], [4.90941, -1.02890, -1.70583], [5.12566, -0.75572, 0.03116], [3.87594, 4.00623, -1.47160], [2.38496, 4.85921, -1.49440], [4.19693, -2.88256, -0.51458], [2.93428, -5.00831, -0.67573], [0.44226, -4.91153, -0.91498], [-0.65959, -2.66871, -0.83765], [0.36511, 3.61984, 3.05766], [-0.60829, 2.44216, 3.22158], [-1.06356, 2.41885, 4.68978], [-1.82041, 2.76945, 2.33952], [0.20766, 0.77333, 2.67236], [-0.85177, -0.74907, 3.27792], [-0.64498, -1.09399, 4.76011], [-2.35009, -0.48530, 3.05561], [-0.53672, -2.00352, 2.44724], [2.03444, 0.64162, 3.30405], [2.16069, 0.95738, 4.80320], [2.97686, 1.59287, 2.55205], [2.57603, -0.77554, 3.06711], [-0.17917, 4.55117, 3.25355], [0.76318, 3.68181, 2.04313], [1.19532, 3.57449, 3.76328], [-1.45193, 3.40921, 4.95640], [-0.24868, 2.19009, 5.37864], [-1.86309, 1.70029, 4.86695], [-2.23520, 3.73733, 2.64609], [-2.61854, 2.03251, 2.40732], [-1.54502, 2.86461, 1.28983], [-0.81238, -0.23931, 5.41717], [0.35630, -1.47939, 4.95633], [-1.35607, -1.87757, 5.04968], [-2.74164, 0.30098, 3.69946], [-2.90472, -1.40370, 3.28695], [-2.56942, -0.22518, 2.01784], [0.51422, -2.29007, 2.46451], [-0.83436, -1.86677, 1.40819], [-1.11884, -2.84740, 2.83950], [1.93931, 2.00387, 5.01468], [3.19499, 0.77411, 5.11969], [1.51165, 0.34360, 5.42720], [2.70198, 2.63975, 2.65161], [3.02332, 1.36742, 1.49058], [3.98965, 1.47713, 2.95901], [2.07918, -1.52310, 3.68535], [3.64343, -0.79740, 3.31866], [2.47625, -1.07746, 2.02165], [3.23957, -2.57039, -6.74780], [2.78871, -1.62392, -5.87485], [3.44847, -0.32510, -5.71777], [3.97180, 0.16622, -4.59056], [2.05466, -0.25545, -6.14917], [1.64200, 0.24400, -7.33179], [1.10904, -0.44766, -4.98296], [0.78828, 0.83088, -3.62037], [0.46241, -1.74784, -5.18191], [0.03633, -2.19088, -6.38872], [1.85066, -1.92206, -4.78472], [2.25778, -2.42443, -3.60490], [-1.69194, 3.48898, -4.75356], [-2.11432, 3.60929, -3.37212], [-2.60382, 2.61053, -2.62181], [-2.74812, 1.40708, -3.22186], [-3.04096, 2.87161, -1.01430], [-1.31697, 4.45611, -5.08101], [-2.53665, 3.21043, -5.38850], [-0.88591, 2.75882, -4.86548], [-1.87254, 4.43306, -2.84969], [-2.08781, 1.19852, -3.96117], [-2.85548, 0.65187, -2.55543], [-3.84033, -3.66035, 0.36266], [-4.15178, -2.30359, -0.89254], [-4.26377, -3.06118, -2.59760], [-5.75260, -1.43326, -0.48904], [-2.75368, -1.14572, -0.80250], [-1.78945, -0.40766, -0.69407], [-4.61648, -4.42913, 0.32535], [-3.81516, -3.24629, 1.37323], [-2.87563, -4.13994, 0.17952], [-5.10265, -3.75992, -2.65274], [-3.34953, -3.60420, -2.84657], [-4.41037, -2.29392, -3.36061], [-6.59726, -2.12428, -0.55156], [-5.93101, -0.60761, -1.18089], [-5.72185, -1.01592, 0.51948]], "e_homo_ev": [-4.265, -4.257], "charge": -1}

---

Need the numbers? Relative energies in kcal/mol: model one 92.8; model two 0.0.